Run A
Formula: C3H7O
Source: the Open Molecules 2025 dataset
Level of theory: the ωB97M-V functional and the def2-TZVPD basis

LUMO level, eV: 4.924
Kohn-Sham gap, eV: 6.3
HOMO level, eV: -1.42

ORCA input file:
```
! wB97M-V def2-TZVPD RIJCOSX def2/J DEFGRID3
* xyz -1 1
O 2.00 0.49 1.45
H 1.75 1.15 0.80
C -0.96 -1.37 0.18
C -0.25 -0.33 -0.62
C -0.43 1.08 -0.65
H -0.96 -2.39 -0.22
H 1.26 -0.16 1.22
H -1.82 -1.02 0.63
H 0.62 -0.72 -1.25
H 0.09 1.81 -1.36
H -1.30 1.46 -0.20
*
```

Run B
Formula: C3H7O
Source: the Open Molecules 2025 dataset
Level of theory: the ωB97M-V functional and the def2-TZVPD basis

LUMO level, eV: 4.532
Kohn-Sham gap, eV: 6.8
HOMO level, eV: -2.28

ORCA input file:
```
! wB97M-V def2-TZVPD RIJCOSX def2/J DEFGRID3
* xyz -1 1
C 0.98 -1.30 1.47
O -0.25 -1.38 0.83
H 0.99 -2.00 2.32
H 1.81 -1.64 0.87
H 1.24 -0.25 1.85
C -0.55 1.02 -0.60
C -0.89 1.21 -1.89
H -0.68 1.89 0.10
H -0.51 -0.02 -0.13
H -1.63 1.95 -2.18
H -0.51 0.52 -2.64
*
```

Run C
Formula: C3H7O
Source: the Open Molecules 2025 dataset
Level of theory: the ωB97M-V functional and the def2-TZVPD basis

LUMO level, eV: 4.760
Kohn-Sham gap, eV: 5.5
HOMO level, eV: -0.72

ORCA input file:
```
! wB97M-V def2-TZVPD RIJCOSX def2/J DEFGRID3
* xyz -1 1
O -0.27 -0.22 2.96
H 0.26 -0.65 2.31
C 0.67 1.03 -1.53
C 0.26 -0.21 -1.46
C -0.17 -0.80 -0.16
H 0.03 1.80 -2.01
H -0.92 0.18 2.34
H 1.11 1.48 -0.62
H -0.32 -0.68 -2.42
H -1.21 -0.78 0.12
H 0.56 -1.17 0.46
*
```

Which one is most stable, and which one is least stable? run A is the most stable of them, while run C is the least stable.

Run A
Formula: CH7N2O
Source: the Open Molecules 2025 dataset
Level of theory: the ωB97M-V functional and the def2-TZVPD basis

LUMO level, eV: 4.612
Kohn-Sham gap, eV: 7.4
HOMO level, eV: -2.81

ORCA input file:
```
! wB97M-V def2-TZVPD RIJCOSX def2/J DEFGRID3
* xyz -1 1
O -1.93 1.07 0.10
H -2.60 1.54 0.61
N 0.79 -0.23 -1.30
C 1.29 -0.53 0.05
N 0.27 -0.49 1.10
H 0.12 -0.93 -1.59
H 0.28 0.64 -1.28
H 1.86 -1.45 0.02
H 2.00 0.27 0.27
H -0.24 0.40 0.98
H -0.44 -1.13 0.75
*
```

Run B
Formula: CH7N2O
Source: the Open Molecules 2025 dataset
Level of theory: the ωB97M-V functional and the def2-TZVPD basis

LUMO level, eV: 4.224
Kohn-Sham gap, eV: 7.0
HOMO level, eV: -2.77

ORCA input file:
```
! wB97M-V def2-TZVPD RIJCOSX def2/J DEFGRID3
* xyz -1 1
N 1.79 0.80 -1.99
H 1.01 1.38 -1.70
H 2.63 1.30 -1.72
H 1.90 -0.01 -1.37
N -0.91 -0.74 -0.08
C -1.14 -0.10 1.49
O -1.21 -0.98 2.42
H -1.64 -1.46 -0.02
H -0.10 -1.29 0.21
H -2.07 0.49 1.22
H -0.26 0.60 1.53
*
```

Which one is most stable, and which one is least stable? run A is the most stable of them, while run B is the least stable.

Run A
Formula: CH7N2O
Source: the Open Molecules 2025 dataset
Level of theory: the ωB97M-V functional and the def2-TZVPD basis

LUMO level, eV: 4.463
Kohn-Sham gap, eV: 7.1
HOMO level, eV: -2.62

ORCA input file:
```
! wB97M-V def2-TZVPD RIJCOSX def2/J DEFGRID3
* xyz -1 1
N 2.05 1.17 0.99
H 1.45 1.18 1.80
H 2.81 0.51 1.18
H 1.46 0.69 0.29
N -0.42 0.09 -0.26
C -1.41 -1.02 -0.83
O -2.64 -0.67 -0.99
H -0.78 0.38 0.65
H -0.60 0.85 -0.91
H -1.15 -1.93 -0.18
H -0.77 -1.24 -1.73
*
```

Run B
Formula: CH7N2O
Source: the Open Molecules 2025 dataset
Level of theory: the ωB97M-V functional and the def2-TZVPD basis

LUMO level, eV: 4.877
Kohn-Sham gap, eV: 7.5
HOMO level, eV: -2.66

ORCA input file:
```
! wB97M-V def2-TZVPD RIJCOSX def2/J DEFGRID3
* xyz -1 1
N 0.87 -0.45 -2.61
H 0.40 -0.41 -1.69
H 0.29 -0.90 -3.30
H 1.71 -1.00 -2.48
N -1.11 0.98 1.86
C 0.04 0.09 1.42
O 0.06 -0.19 0.12
H -1.21 1.63 1.08
H -1.95 0.40 1.77
H 0.94 0.65 1.76
H -0.03 -0.80 2.08
*
```

Which one is most stable, and which one is least stable? run B is the most stable of them, while run A is the least stable.

Run A
Formula: C4H6F2
Source: the Open Molecules 2025 dataset
Level of theory: the ωB97M-V functional and the def2-TZVPD basis

LUMO level, eV: 1.190
Kohn-Sham gap, eV: 11.3
SMILES: C=C[C@@H](F)CF
HOMO level, eV: -10.07

ORCA input file:
```
! wB97M-V def2-TZVPD RIJCOSX def2/J DEFGRID3
* xyz 0 1
C 0.18 -1.33 0.32
C 0.81 -0.15 -0.39
C 0.13 1.18 -0.15
C -1.20 1.28 0.03
H -0.15 -1.20 1.34
H 0.92 -2.13 0.29
H 0.70 -0.50 -1.46
H 0.73 1.99 0.10
H -1.56 2.26 0.33
H -1.75 0.30 -0.14
F -0.97 -1.65 -0.28
F 2.17 -0.05 0.00
*
```

Run B
Formula: C4H6F2
Source: the Open Molecules 2025 dataset
Level of theory: the ωB97M-V functional and the def2-TZVPD basis

LUMO level, eV: 0.986
Kohn-Sham gap, eV: 10.1
SMILES: CC(C)=C(F)F
HOMO level, eV: -9.08

ORCA input file:
```
! wB97M-V def2-TZVPD RIJCOSX def2/J DEFGRID3
* xyz 0 1
C -1.38 -1.33 0.08
C -0.66 -0.02 -0.02
C -1.38 1.32 -0.07
C 0.67 -0.02 -0.02
H -1.88 -1.41 1.06
H -0.75 -2.20 0.11
H -2.11 -1.48 -0.73
H -2.14 1.26 -0.88
H -1.91 1.61 0.86
H -0.62 2.18 -0.37
F 1.41 1.07 0.13
F 1.47 -1.04 -0.11
*
```

Which one is most stable, and which one is least stable? run B is the most stable of them, while run A is the least stable.

Run A
Formula: C5H11NO3S
Source: the Open Molecules 2025 dataset
Level of theory: the ωB97M-V functional and the def2-TZVPD basis

LUMO level, eV: 0.604
Kohn-Sham gap, eV: 10.8
HOMO level, eV: -10.20

ORCA input file:
```
! wB97M-V def2-TZVPD RIJCOSX def2/J DEFGRID3
* xyz 0 1
C 1.28 -1.67 -0.18
C 0.88 -0.37 0.48
C -0.62 1.92 0.55
C -1.66 -0.29 -0.07
C -0.44 0.57 -0.25
N 2.79 -1.44 -0.19
O 2.60 1.18 -1.11
O 3.37 0.55 1.15
O -0.11 0.80 -1.64
S 2.55 0.24 0.02
H 1.16 -2.48 0.53
H 0.85 -1.83 -1.14
H 0.74 -0.39 1.52
H -1.60 2.13 0.68
H -0.20 2.74 0.00
H -0.16 1.80 1.69
H -1.83 -0.32 0.96
H -2.37 0.38 -0.66
H -1.48 -1.20 -0.54
H 3.36 -2.07 -0.69
H 0.94 0.98 -1.61
*
```

Run B
Formula: C5H11NO3S
Source: the Open Molecules 2025 dataset
Level of theory: the ωB97M-V functional and the def2-TZVPD basis

LUMO level, eV: 0.668
Kohn-Sham gap, eV: 10.4
HOMO level, eV: -9.77

ORCA input file:
```
! wB97M-V def2-TZVPD RIJCOSX def2/J DEFGRID3
* xyz 0 1
N 2.80 -0.36 0.48
C 1.85 -0.04 -0.59
C 0.41 0.01 -0.04
C -0.63 -0.57 -1.00
C -1.86 -1.14 -0.30
O -2.69 -0.15 0.31
S -2.06 0.63 1.59
O -3.18 1.36 2.13
O -1.22 1.74 0.78
C 0.12 1.46 0.34
H 2.48 -1.15 1.01
H 3.71 -0.61 0.10
H 2.12 0.94 -0.99
H 1.89 -0.74 -1.43
H 0.40 -0.59 0.88
H -0.95 0.19 -1.73
H -0.19 -1.39 -1.57
H -2.51 -1.64 -1.01
H -1.55 -1.87 0.46
H 0.25 2.10 -0.53
H 0.82 1.80 1.12
*
```

Which one is most stable, and which one is least stable? run B is the most stable of them, while run A is the least stable.

Run A
Formula: C19H30N2O2
Source: the Open Molecules 2025 dataset
Level of theory: the ωB97M-V functional and the def2-TZVPD basis

LUMO level, eV: 0.737
Kohn-Sham gap, eV: 9.1
SMILES: CC(C)Oc1ccc(C(=O)NCC2(N(C)C)CCCCC2)cc1
HOMO level, eV: -8.33

ORCA input file:
```
! wB97M-V def2-TZVPD RIJCOSX def2/J DEFGRID3
* xyz 0 1
C 4.87 0.16 -3.99
H 5.30 0.73 -4.81
H 3.81 0.40 -3.91
H 4.96 -0.90 -4.22
C 5.61 0.47 -2.69
C 7.07 0.05 -2.77
H 7.14 -1.02 -2.96
H 7.58 0.27 -1.84
H 7.57 0.58 -3.58
H 5.55 1.54 -2.47
O 5.05 -0.27 -1.60
C 3.89 0.13 -1.02
C 3.44 -0.68 0.02
C 2.28 -0.39 0.70
C 1.53 0.74 0.36
C 2.00 1.56 -0.65
C 3.16 1.27 -1.35
H 3.48 1.94 -2.13
H 1.43 2.45 -0.89
C 0.27 1.13 1.05
O -0.10 2.29 1.12
N -0.44 0.10 1.57
H -0.11 -0.84 1.43
C -1.70 0.30 2.24
H -1.64 -0.05 3.27
H -1.84 1.38 2.26
C -2.94 -0.38 1.59
N -3.20 -1.60 2.38
C -4.52 -2.20 2.26
H -4.53 -3.11 2.86
H -4.79 -2.47 1.23
H -5.28 -1.53 2.67
C -2.18 -2.62 2.28
H -2.36 -3.36 3.05
H -2.18 -3.14 1.31
H -1.20 -2.20 2.45
C -4.14 0.59 1.73
C -4.01 1.85 0.88
C -3.87 1.46 -0.59
C -2.64 0.58 -0.77
C -2.74 -0.67 0.09
H -1.84 -1.28 -0.06
H -3.59 -1.26 -0.25
H -1.76 1.16 -0.49
H -2.53 0.29 -1.82
H -3.78 2.36 -1.21
H -4.76 0.92 -0.92
H -3.14 2.44 1.17
H -4.89 2.46 1.02
H -5.04 0.08 1.41
H -4.25 0.85 2.78
H 1.98 -1.03 1.52
H 4.03 -1.55 0.28
*
```

Run B
Formula: C19H30N2O2
Source: the Open Molecules 2025 dataset
Level of theory: the ωB97M-V functional and the def2-TZVPD basis

LUMO level, eV: 0.865
Kohn-Sham gap, eV: 9.0
SMILES: COc1ccc(CN2CCN(CC3CC3)C[C@@H]2CCO)cc1C
HOMO level, eV: -8.15

ORCA input file:
```
! wB97M-V def2-TZVPD RIJCOSX def2/J DEFGRID3
* xyz 0 1
C 3.18 5.03 -0.51
H 2.46 5.49 -1.20
O 2.56 4.51 0.63
C 1.67 3.49 0.48
C 1.27 2.96 -0.74
C 0.36 1.92 -0.78
C -0.19 1.40 0.38
C 0.21 1.95 1.60
C 1.12 2.98 1.67
C 1.55 3.56 2.98
H 1.01 3.11 3.81
H 1.39 4.64 2.99
H 2.62 3.39 3.12
H -0.22 1.56 2.51
C -1.14 0.24 0.36
N -0.49 -0.94 0.93
C -1.42 -1.96 1.35
C -2.19 -2.59 0.17
N -1.40 -2.48 -1.04
C 0.01 -2.70 -0.75
H 0.17 -3.65 -0.20
C 0.54 -1.51 0.07
C 1.77 -1.93 0.89
H 1.48 -2.68 1.62
H 2.50 -2.37 0.21
C 2.42 -0.76 1.63
O 3.02 0.18 0.78
H 2.32 0.67 0.32
H 1.67 -0.28 2.27
H 3.23 -1.13 2.26
H 0.85 -0.72 -0.63
H 0.56 -2.77 -1.69
C -1.91 -3.31 -2.11
C -3.26 -2.82 -2.58
C -4.53 -3.45 -2.08
C -4.08 -3.67 -3.50
H -4.63 -3.20 -4.30
H -3.70 -4.65 -3.76
H -5.39 -2.82 -1.91
H -4.45 -4.27 -1.39
H -3.28 -1.75 -2.75
H -1.99 -4.37 -1.81
H -1.21 -3.24 -2.95
H -2.42 -3.64 0.41
H -3.13 -2.06 0.01
H -2.12 -1.53 2.07
H -0.84 -2.73 1.87
H -1.50 0.05 -0.66
H -2.00 0.47 1.00
H 0.06 1.52 -1.74
H 1.67 3.34 -1.66
H 3.87 5.80 -0.15
H 3.75 4.26 -1.05
*
```

Which one is most stable, and which one is least stable? run A is the most stable of them, while run B is the least stable.

Run A
Formula: C10H19N3O4
Source: the Open Molecules 2025 dataset
Level of theory: the ωB97M-V functional and the def2-TZVPD basis

LUMO level, eV: 0.618
Kohn-Sham gap, eV: 10.3
SMILES: CNC(=O)[C@H](NC(=O)[C@@H](C)NC(C)=O)[C@@H](C)O
HOMO level, eV: -9.66

ORCA input file:
```
! wB97M-V def2-TZVPD RIJCOSX def2/J DEFGRID3
* xyz 0 1
O 1.24 -4.12 2.26
O 0.05 0.47 1.37
O 0.14 1.65 -2.37
O -1.92 -0.51 -2.88
C 1.51 -3.12 2.86
C 0.10 -0.46 0.64
C -0.48 1.81 -1.38
N -0.30 2.90 -0.64
N 1.47 -1.88 2.32
N -0.62 -0.48 -0.46
C 1.90 -3.11 4.29
C 0.38 4.13 -0.99
C 2.45 -1.61 -0.05
C -3.22 1.60 -2.58
C 1.22 -1.58 0.90
C -1.47 0.68 -0.87
C -2.48 0.32 -1.98
H -1.07 -0.05 -3.13
H -0.91 2.97 0.15
H 1.57 -1.07 2.92
H -0.49 -1.14 -1.11
H 2.01 -2.17 4.81
H 1.07 -3.63 4.74
H 2.77 -3.68 4.46
H -0.18 4.79 -0.38
H 0.22 4.41 -2.03
H 1.39 4.15 -0.70
H 2.15 -1.49 -1.14
H 2.84 -2.65 -0.12
H 3.19 -0.82 0.14
H -4.15 1.26 -2.95
H -3.25 2.21 -1.73
H -2.51 2.03 -3.34
H 0.61 -2.49 0.64
H -2.03 1.04 -0.09
H -3.21 -0.37 -1.55
*
```

Run B
Formula: C10H19N3O4
Source: the Open Molecules 2025 dataset
Level of theory: the ωB97M-V functional and the def2-TZVPD basis

LUMO level, eV: 0.695
Kohn-Sham gap, eV: 10.4
SMILES: CNC(=O)[C@H](NC(=O)[C@@H](C)NC(C)=O)[C@@H](C)O
HOMO level, eV: -9.66

ORCA input file:
```
! wB97M-V def2-TZVPD RIJCOSX def2/J DEFGRID3
* xyz 0 1
O 0.13 -3.02 0.89
O 1.81 -0.43 -1.87
O -2.06 0.44 0.97
O 0.59 2.04 -2.42
C 0.68 -2.49 1.84
C 1.41 -0.58 -0.70
C -2.10 0.47 -0.27
N -3.30 0.51 -0.86
N 1.68 -1.60 1.65
N 0.27 -0.05 -0.27
C 0.16 -2.61 3.27
C -3.64 0.49 -2.31
C 3.53 -0.45 0.61
C -0.14 2.95 -0.26
C 2.34 -1.30 0.35
C -0.80 0.58 -1.07
C -0.45 2.01 -1.44
H 1.14 1.28 -2.23
H -4.04 0.46 -0.19
H 2.06 -1.11 2.41
H 0.05 -0.24 0.71
H -0.03 -1.64 3.71
H -0.78 -3.17 3.32
H 0.95 -3.06 3.91
H -3.55 -0.55 -2.64
H -4.67 0.87 -2.45
H -2.97 1.08 -2.92
H 3.22 0.49 1.04
H 4.12 -0.26 -0.29
H 4.21 -0.93 1.34
H 0.23 3.91 -0.59
H -1.05 3.08 0.35
H 0.68 2.58 0.36
H 2.63 -2.24 -0.09
H -0.95 0.00 -1.98
H -1.34 2.48 -1.91
*
```

Which one is most stable, and which one is least stable? run B is the most stable of them, while run A is the least stable.

Run A
Formula: C10H19N3O4
Source: the Open Molecules 2025 dataset
Level of theory: the ωB97M-V functional and the def2-TZVPD basis

LUMO level, eV: 0.523
Kohn-Sham gap, eV: 9.9
SMILES: CC(C)C[C@H](N)C(=O)N[C@@H](CC(N)=O)C(=O)O
HOMO level, eV: -9.37

ORCA input file:
```
! wB97M-V def2-TZVPD RIJCOSX def2/J DEFGRID3
* xyz 0 1
C 1.44 -1.43 -0.01
C -0.04 -1.14 -0.19
C 2.50 -0.40 -0.67
C 3.11 0.47 0.46
C 3.95 -0.63 1.26
C 3.97 1.54 -0.16
C -1.98 0.08 0.73
C -3.30 -0.59 0.39
C -2.16 1.35 -0.28
C -0.85 2.14 -0.17
H 2.24 -3.27 -0.08
H 1.52 -3.10 -1.36
H 1.66 -1.32 1.04
H 1.99 0.24 -1.36
H 3.23 -1.02 -1.19
H 2.15 0.76 0.99
H 4.69 -1.09 0.49
H 4.47 -0.23 2.23
H 3.27 -1.38 1.55
H 3.33 2.19 -0.84
H 4.48 2.29 0.56
H 4.67 0.94 -0.84
H -0.15 -0.36 1.68
H -2.07 0.49 1.76
H -2.43 0.91 -1.36
H -3.03 2.11 0.03
H 0.63 2.91 -1.58
H -0.45 1.69 -2.11
H -2.57 -1.21 -1.24
N 1.54 -2.72 -0.42
N -0.61 -0.51 0.82
N -0.16 2.30 -1.39
O -0.75 -1.44 -1.17
O -4.20 -0.64 1.23
O -0.75 2.79 0.79
O -3.42 -1.14 -0.81
*
```

Run B
Formula: C10H19N3O4
Source: the Open Molecules 2025 dataset
Level of theory: the ωB97M-V functional and the def2-TZVPD basis

LUMO level, eV: 0.305
Kohn-Sham gap, eV: 9.6
HOMO level, eV: -9.30

ORCA input file:
```
! wB97M-V def2-TZVPD RIJCOSX def2/J DEFGRID3
* xyz 0 1
C -2.23 -0.04 0.52
C -0.72 -0.26 0.17
C -2.20 1.33 1.25
C -1.14 1.67 2.28
C -1.68 0.98 3.45
C 1.42 -0.39 -1.13
C 2.33 0.48 -0.20
C 1.72 -0.23 -2.50
C 0.81 -1.40 -3.34
C 3.25 -0.38 -2.92
H -2.99 -2.07 0.67
H -2.37 -1.33 2.06
H -2.78 0.18 -0.41
H -3.14 1.22 1.76
H -2.10 1.92 0.43
H -0.12 1.22 2.34
H -0.67 2.86 2.42
H -1.57 -0.72 4.82
H -0.18 -0.64 3.55
H -0.51 -0.03 -2.05
H 1.64 -1.44 -0.84
H 1.42 0.79 -3.07
H -0.27 -1.59 -2.95
H 1.49 -2.49 -3.46
H 0.60 -0.89 -4.46
H 3.74 0.61 -2.65
H 3.57 -1.14 -1.86
H 3.25 -0.75 -4.11
H 0.93 1.56 0.38
N -2.86 -1.10 1.19
N -1.40 -0.36 3.77
N -0.06 0.10 -0.98
O -0.07 -0.85 1.03
O -2.40 1.56 4.26
O 3.45 0.10 0.01
O 1.86 1.52 0.56
*
```

Which one is most stable, and which one is least stable? run A is the most stable of them, while run B is the least stable.